Below is the molecule C6H9NO3S2, with properties calculated with ωB97M-V/def2-TZVPD.

Bonds (Å) are listed after each position.
Element x y z (Å)
1 C -0.3104 -0.3681 -0.2130  C2 1.316, C3 1.509, C6 1.468
2 C -1.1172 -1.3733 -0.4805  C1 1.316, S11 1.755
3 C -0.5548 0.7729 -1.1692  C1 1.509, C5 1.573, H13 1.165, H14 1.080
4 C 0.8885 -1.3745 1.8369  C6 1.579, N7 1.517, H15 1.123, H16 1.053
5 C -1.5849 0.3625 -2.2847  C3 1.573, S11 1.830, H17 1.116, H18 1.140
6 C 0.4896 -0.1030 0.9893  C1 1.468, C4 1.579, O10 1.434, H19 1.146
7 N -0.3615 -1.8408 2.5586  C4 1.517, S12 1.599, H20 1.067
8 O -0.5313 -4.0419 1.5006  S12 1.414
9 O -2.5654 -2.9983 2.4744  S12 1.456
10 O 0.0779 0.9900 1.8212  C6 1.434, H21 0.979
11 S -1.9914 -1.3988 -2.0025  C2 1.755, C5 1.830
12 S -1.2914 -2.8825 1.7800  N7 1.599, O8 1.414, O9 1.456
13 H -0.9556 1.6514 -0.5167  C3 1.165
14 H 0.2197 1.2659 -1.7390  C3 1.080
15 H 1.0790 -2.1154 1.0153  C4 1.123
16 H 1.6930 -1.1365 2.4738  C4 1.053
17 H -2.5908 0.8427 -2.2274  C5 1.116
18 H -1.3414 0.5660 -3.3792  C5 1.140
19 H 1.5020 0.1009 0.4925  C6 1.146
20 H -1.0673 -1.1133 2.8932  N7 1.067
21 H -0.6157 1.5325 1.3927  O10 0.979

The net charge is 0. For the largest force on an atom, the calculation gives 4.60 eV/A. As for the energy relative to the best compared isomer or geometry (same formula, charge and spin): 397.9 kJ/mol. The calculation puts the electronic energy at -35665.9362 eV.

Below is the molecule C6H9NOS2, with properties calculated with ωB97M-V/def2-TZVPD.

Bonds (Å) are listed after each position.
Element x y z (Å)
1 C -1.4225 -0.5760 -1.5855  N7 1.293, S9 1.569
2 C -0.0268 -2.0401 -0.0833  N7 1.476, O8 1.190, S10 1.800
3 C 0.3344 0.5103 1.4419  C4 1.477, C5 1.504, S10 1.679
4 C -1.0716 0.8662 1.7217  C3 1.477, H11 1.133, H12 1.157, H13 1.001
5 C 1.4997 1.4040 1.1180  C3 1.504, H14 1.026, H15 1.168, H16 1.118
6 C -0.2600 -2.4210 -2.4336  N7 1.434, H17 0.989, H18 1.024, H19 1.070
7 N -0.5991 -1.5444 -1.3508  C1 1.293, C2 1.476, C6 1.434
8 O 0.2353 -3.1991 -0.0193  C2 1.190
9 S -2.1582 0.7132 -1.0782  C1 1.569
10 S 0.5332 -1.1556 1.3806  C2 1.800, C3 1.679
11 H -1.6942 1.1882 0.8316  C4 1.133
12 H -1.2798 1.8691 2.2598  C4 1.157
13 H -1.6207 0.1206 2.1030  C4 1.001
14 H 1.4021 2.1981 1.7595  C5 1.026
15 H 1.5294 1.8535 0.0406  C5 1.168
16 H 2.4475 0.8114 1.1430  C5 1.118
17 H -0.8541 -3.2112 -2.4335  C6 0.989
18 H -0.5178 -1.8323 -3.2311  C6 1.024
19 H 0.7691 -2.6655 -2.5917  C6 1.070

The net charge is 0. For the largest force on an atom, the calculation gives 5.83 eV/A. As for the energy relative to the best compared isomer or geometry (same formula, charge and spin): 414.8 kJ/mol. The calculation puts the electronic energy at -31570.9886 eV.

Below is the molecule C6H9NS, with properties calculated with ωB97M-V/def2-TZVPD.

Bonds (Å) are listed after each position.
Element x y z (Å)
1 C -0.8887 2.0508 -0.2077  C2 1.332, H9 1.094, H10 1.078
2 C -0.9233 0.7632 0.1333  C1 1.332, C3 1.526, C8 1.490
3 C -2.1217 -0.1728 0.0051  C2 1.526, S4 1.844, H11 1.101, H12 1.111
4 S -1.4478 -1.8825 -0.1518  C3 1.844, C5 1.822
5 C 0.2254 -1.1940 -0.3629  S4 1.822, C6 1.505, C8 1.450, H13 1.065
6 C 1.4992 -0.8907 0.3789  C5 1.505, N7 1.398, C8 1.531, H14 1.089
7 N 2.4884 -0.3096 -0.4192  C6 1.398, H15 1.021, H16 1.012
8 C 0.2070 -0.0967 0.5848  C2 1.490, C5 1.450, C6 1.531, H17 1.059
9 H 0.0485 2.6133 -0.1621  C1 1.094
10 H -1.7314 2.6030 -0.5898  C1 1.078
11 H -2.7941 -0.2299 0.8751  C3 1.101
12 H -2.7772 0.0784 -0.8563  C3 1.111
13 H 0.4147 -0.8792 -1.3631  C5 1.065
14 H 1.7848 -1.4727 1.2544  C6 1.089
15 H 2.9660 0.4608 0.0502  N7 1.021
16 H 3.2051 -0.9761 -0.6780  N7 1.012
17 H -0.1546 -0.4654 1.5091  C8 1.059

Its structure (SMILES) is C=C1CS[C@@H]2[C@@H](N)[C@@H]12. The net charge is 0. For the largest force on an atom, the calculation gives 2.11 eV/A. As for the energy relative to the best compared isomer or geometry (same formula, charge and spin): 347.4 kJ/mol. The calculation puts the electronic energy at -18689.6095 eV.

Below is the molecule C6H9NS, with properties calculated with ωB97M-V/def2-TZVPD.

Bonds (Å) are listed after each position.
Element x y z (Å)
1 C 2.1729 -0.5725 1.6436  C2 1.230, H9 1.130
2 C 1.2884 -0.7341 0.8049  C1 1.230, C3 1.475
3 C 0.3556 -0.8253 -0.3345  C2 1.475, C4 1.338, C5 1.565
4 C 0.5116 -1.7342 -1.3041  C3 1.338, H10 1.116, H11 1.055
5 C -0.3971 0.5038 -0.6743  C3 1.565, N6 1.489, C7 1.603, H12 1.048
6 N 0.5579 1.6154 -0.4120  C5 1.489, H13 1.215, H14 1.226
7 C -1.4225 0.8009 0.5214  C5 1.603, S8 1.876, H15 1.153, H16 1.041
8 S -2.4224 -0.7867 0.4986  C7 1.876, H17 1.482
9 H 2.6599 -0.5524 2.6630  C1 1.130
10 H 1.2309 -2.5827 -1.3992  C4 1.116
11 H 0.0924 -1.7026 -2.2713  C4 1.055
12 H -0.9682 0.4346 -1.5497  C5 1.048
13 H 1.7560 1.4516 -0.5332  N6 1.215
14 H 0.3161 2.6149 -1.0788  N6 1.226
15 H -0.6169 0.9018 1.3399  C7 1.153
16 H -1.9476 1.6803 0.3349  C7 1.041
17 H -3.1670 -0.5127 1.7508  S8 1.482

Its structure (SMILES) is C#CC(=C)[C@H](N)CS. The net charge is 0. For the largest force on an atom, the calculation gives 6.23 eV/A. As for the energy relative to the best compared isomer or geometry (same formula, charge and spin): 527.6 kJ/mol. The calculation puts the electronic energy at -18687.7419 eV.

Below is a cluster of 4 separate species, C6H9NS in total, with properties calculated with ωB97M-V/def2-TZVPD.

Bonds (Å) are listed after each position.
Element x y z (Å)
1 C -1.9692 0.4027 1.3775  C2 1.468
2 C -0.6528 0.4380 0.7287  C1 1.468, C6 1.683, H10 1.261, N16 1.470
3 C 1.2412 0.7183 -0.4837  C4 1.449, H12 1.081, H13 1.216, N16 1.563
4 C 0.8704 -0.5867 -0.9928  C3 1.449, C5 1.300, C6 1.484
5 C 1.5140 -1.3453 -1.8293  C4 1.300, H14 1.096, H15 1.070
6 C -0.1171 -0.9987 0.0349  C2 1.683, C4 1.484, S17 1.625
7 H -2.9156 -0.7291 0.6530  no bonds
8 H -1.9089 0.0467 2.7803  no bonds
9 H -2.4390 1.7258 0.9645  no bonds
10 H 0.1047 0.2991 1.7277  C2 1.261
11 H -0.0813 2.3631 0.1644  N16 0.982
12 H 1.6592 1.3910 -1.2188  C3 1.081
13 H 1.8336 0.6478 0.5760  C3 1.216
14 H 2.3950 -1.0174 -2.3935  C5 1.096
15 H 1.4251 -2.3683 -2.1301  C5 1.070
16 N -0.1096 1.4482 -0.1909  C2 1.470, C3 1.563, H11 0.982
17 S -0.8498 -2.4351 0.2321  C6 1.625

The net charge is 0. For the largest force on an atom, the calculation gives 5.62 eV/A. As for the energy relative to the best compared isomer or geometry (same formula, charge and spin): 756.1 kJ/mol. The calculation puts the electronic energy at -18685.3737 eV.

Below is the molecule C6H9NS2, with properties calculated with ωB97M-V/def2-TZVPD.

Bonds (Å) are listed after each position.
Element x y z (Å)
1 C -1.7703 3.1380 -0.0687  S2 1.880, H10 1.080, H11 1.120, H12 1.090
2 S -2.2757 1.4717 -0.7765  C1 1.880, C3 1.786
3 C -0.6256 0.8525 -1.0657  S2 1.786, C4 1.406, H13 1.060
4 C -0.0494 -0.0919 -0.1980  C3 1.406, C5 1.502, H14 1.074
5 C 1.2632 -0.7902 -0.4099  C4 1.502, C6 1.542, H15 1.086, H16 1.095
6 C 1.0793 -2.3207 -0.3927  C5 1.542, N7 1.477, H17 1.089, H18 1.107
7 N 0.8940 -2.7774 0.9998  C6 1.477, C8 1.192
8 C 0.7240 -2.4481 2.1332  N7 1.192, S9 1.570
9 S 0.6453 -1.8769 3.5938  C8 1.570
10 H -1.6833 3.0452 1.0035  C1 1.080
11 H -0.8028 3.5144 -0.4901  C1 1.120
12 H -2.5202 3.8899 -0.3126  C1 1.090
13 H -0.0633 1.1948 -1.8968  C3 1.060
14 H -0.6444 -0.3449 0.6593  C4 1.074
15 H 1.9412 -0.4472 0.3658  C5 1.086
16 H 1.6739 -0.5434 -1.3942  C5 1.095
17 H 1.9878 -2.8138 -0.7350  C6 1.089
18 H 0.2263 -2.6519 -1.0150  C6 1.107

Its structure (SMILES) is CS/C=C/CCN=C=S. The net charge is 0. For the largest force on an atom, the calculation gives 4.42 eV/A. As for the energy relative to the best compared isomer or geometry (same formula, charge and spin): 151.2 kJ/mol. The calculation puts the electronic energy at -29527.1433 eV.

Below is a cluster of 2 separate species, C6H9O2P in total, with properties calculated with ωB97M-V/def2-TZVPD.

Bonds (Å) are listed after each position.
Element x y z (Å)
1 H -2.1707 -2.1235 0.1960  P2 1.328
2 P -2.2411 -0.8023 0.0786  H1 1.328, C3 1.754
3 C -0.5263 -0.4374 0.1183  P2 1.754, C4 1.419, C9 1.484
4 C -0.1414 0.9213 0.2616  C3 1.419, C5 1.355, H10 1.113
5 C 1.1552 1.3067 0.1808  C4 1.355, C6 1.432, H11 1.117
6 C 2.1570 0.3271 -0.1139  C5 1.432, O7 1.359, C8 1.319
7 O 3.3980 0.8471 -0.3038  C6 1.359, H12 0.957
8 C 1.9042 -0.9667 -0.1598  C6 1.319, C9 1.505, H13 1.032
9 C 0.5216 -1.4889 0.1252  C3 1.484, C8 1.505, H14 1.111, H15 0.998
10 H -0.7437 1.7655 0.6670  C4 1.113
11 H 1.3834 2.3998 0.1822  C5 1.117
12 H 3.9339 0.0690 -0.4573  O7 0.957
13 H 2.5955 -1.7034 -0.3712  C8 1.032
14 H 0.3046 -2.2041 -0.6967  C9 1.111
15 H 0.4858 -1.9395 1.0150  C9 0.998
16 O -3.8939 1.6575 -0.2773  H17 0.992, H18 0.948
17 H -3.6644 0.9203 -0.9009  O16 0.992
18 H -4.4576 1.4513 0.4563  O16 0.948

Its structure (SMILES) is [H]/P=C1/C=CC(O)=CC1.O. The net charge is 0. For the largest force on an atom, the calculation gives 4.92 eV/A. As for the energy relative to the best compared isomer or geometry (same formula, charge and spin): 94.2 kJ/mol. The calculation puts the electronic energy at -19748.6844 eV.

Below is a cluster of 2 separate species, C6H9O3PS in total, with properties calculated with ωB97M-V/def2-TZVPD.

Bonds (Å) are listed after each position.
Element x y z (Å)
1 C -3.1894 0.3780 -0.8934  C2 1.456, C3 1.353, H12 1.106
2 C -1.8029 0.6727 -1.2259  C1 1.456, C4 1.357, H13 1.132
3 C -3.3721 0.0475 0.4063  C1 1.353, S11 1.699, H14 1.123
4 C -1.0767 0.0650 -0.2535  C2 1.357, S11 1.656
5 C 1.8549 -2.6667 -0.1597  O8 1.423, H15 1.115, H16 1.077, H17 1.071
6 C 1.5832 2.1352 1.1032  O9 1.339, H18 1.112, H19 1.222, H20 1.159
7 O 2.5632 0.0362 -1.2280  P10 1.467
8 O 1.7665 -1.5047 0.6570  C5 1.423, P10 1.588
9 O 1.9283 0.8438 1.1715  C6 1.339, P10 1.600
10 P 1.6531 -0.1057 -0.0861  O7 1.467, O8 1.588, O9 1.600
11 S -1.8902 -0.3796 1.1184  C3 1.699, C4 1.656
12 H -4.0167 0.7280 -1.5380  C1 1.106
13 H -1.3074 1.0678 -2.1643  C2 1.132
14 H -4.2986 -0.0750 1.0281  C3 1.123
15 H 1.7039 -2.3023 -1.2027  C5 1.115
16 H 1.0647 -3.3809 -0.0015  C5 1.077
17 H 2.7437 -3.2198 0.0672  C5 1.071
18 H 1.9298 2.7647 1.9521  C6 1.112
19 H 0.3742 2.2918 1.1856  C6 1.222
20 H 1.7885 2.6039 0.0636  C6 1.159

The net charge is 0. For the largest force on an atom, the calculation gives 6.44 eV/A. As for the energy relative to the best compared isomer or geometry (same formula, charge and spin): 0.0 kJ/mol. The calculation puts the electronic energy at -32631.8481 eV.